Formula: C5H40O15
Source: OMol25
Level of theory: ωB97M-V with the def2-TZVPD basis set

Calculated values
Lowest unoccupied orbital energy = -0.093 eV
Energy relative to the best compared isomer or geometry (same formula, charge and spin) = 68.9 kJ/mol
HOMO energy = -9.82 eV
DFT total energy = -36546.73502 eV

```
60
Properties=species:S:1:pos:R:3:forces:R:3:mulliken_charge:R:1
C 0.3483 2.3246 -0.5846 1.41 -0.12 0.97 -0.952
O 1.4581 2.1113 -1.4543 -0.45 0.30 -1.67 -0.632
C -0.0760 0.9619 0.0491 0.57 0.62 0.41 1.187
C -1.2877 0.4571 -0.7597 0.71 -1.50 1.37 2.778
C -2.6186 0.8983 -0.1626 -0.76 0.06 -1.66 -0.549
C -3.0576 0.4214 1.2115 -0.30 1.88 1.45 -0.717
H 0.8374 3.0227 0.1327 -0.96 -0.40 0.00 0.318
H -0.4995 2.8356 -1.0743 0.29 -0.19 0.11 0.344
H 1.2229 1.7416 -2.3543 0.12 -0.10 1.52 0.366
H 0.8376 0.2897 0.0793 -1.03 0.63 -0.61 -0.340
H -0.2941 1.0462 1.1505 -0.28 0.22 -0.98 -0.224
H -1.2451 0.7913 -1.8079 0.27 -0.13 0.60 -0.780
H -1.2468 -0.6608 -0.7198 0.06 0.96 -0.24 -1.302
H -2.6306 2.0254 -0.2886 -0.45 -1.19 0.34 0.271
H -3.3757 0.4325 -0.8140 0.08 0.81 -0.40 0.166
H -3.2019 1.3793 1.7575 0.48 -0.67 0.44 0.273
H -2.3446 -0.1896 1.7682 -0.24 0.10 -0.02 0.071
H -4.0892 0.0293 1.3215 0.75 -0.39 -0.71 0.354
H -0.8721 1.6639 3.8610 0.51 0.19 0.36 0.378
H -0.8207 3.2095 3.8876 0.07 -0.04 0.05 0.310
O -0.2477 2.4337 3.8815 -1.00 0.27 -0.07 -0.630
H 2.7755 1.9508 -0.2985 -0.20 -0.03 0.06 0.436
H 2.9797 1.8072 1.2565 -0.02 0.02 -1.02 0.385
O 3.4375 1.8268 0.3958 0.65 -0.11 0.35 -0.713
H 0.5194 -2.3876 -1.8160 0.34 -0.60 0.38 0.297
H 1.3701 -2.5014 -0.4873 0.75 0.26 -0.10 0.447
O 0.5635 -2.7808 -0.9290 -0.58 -0.17 -0.07 -0.702
H -1.6422 0.2279 -3.6106 -0.08 -0.41 -0.28 0.338
H -1.7742 1.6374 -4.0050 0.11 0.39 -0.40 0.355
O -1.4100 0.8146 -4.3472 -0.31 0.33 0.15 -0.732
H 4.4393 0.6290 -1.7657 0.27 -2.05 1.09 0.311
H 4.8483 -0.6908 -2.4042 0.13 -0.34 -0.26 0.309
O 4.6508 -0.3402 -1.5344 -0.34 2.33 -0.88 -0.677
H -2.3171 -1.4377 -1.8176 -0.10 0.63 -0.96 0.262
H -3.3147 -1.3273 -2.9898 0.35 0.16 -0.12 0.247
O -2.4046 -1.0850 -2.7460 -1.10 -1.41 1.13 -0.729
H 0.6827 -0.5486 -2.8502 0.05 -0.09 -0.14 0.177
H 0.3632 0.4527 -3.9756 0.18 -0.20 0.30 0.464
O 1.0224 0.2375 -3.2854 0.16 0.38 -0.60 -0.620
H 3.6579 -2.8550 -0.1967 -0.13 -0.39 0.27 0.264
H 3.5949 -1.4513 -0.6817 -0.38 0.46 0.30 0.354
O 3.0840 -2.0880 -0.1341 0.43 0.04 -0.20 -0.611
H -0.7907 -2.8173 0.0775 0.59 0.21 -0.27 0.422
H -1.1461 -1.6385 1.0289 0.14 0.06 -0.12 0.050
O -1.4805 -2.4547 0.6537 -1.14 -0.32 -0.14 -0.670
H -1.8776 -3.1088 2.4725 0.85 0.62 0.55 0.327
H -0.5767 -2.3256 2.8875 -0.88 -0.61 0.17 0.269
O -1.4144 -2.6933 3.2357 0.15 -0.37 0.02 -0.655
H -0.4425 -2.8258 -4.2411 1.36 -0.22 0.03 0.374
H -1.0883 -2.1490 -3.2131 0.72 0.35 0.73 0.339
O -0.1609 -2.4470 -3.3867 -2.10 -0.13 -1.47 -0.719
H 1.5514 0.4941 2.9130 0.01 -0.79 0.52 0.359
H 1.6239 -1.0196 2.5905 0.36 -0.40 -0.41 0.331
O 1.2768 -0.4130 3.2370 -0.12 0.73 -0.18 -0.765
H 1.1243 2.5267 2.9687 0.18 -1.04 -0.33 0.297
H 2.6257 2.6090 3.0095 0.38 -0.32 0.00 0.270
O 1.9389 2.0560 2.6176 -0.40 1.50 0.64 -0.691
H -0.4149 -0.2223 3.6406 0.28 -0.06 0.00 0.222
H -1.3875 -0.8334 4.6049 -0.36 0.15 -0.10 0.385
O -1.2839 -0.0526 4.0458 -0.02 0.15 0.11 -0.699
```
Forces are in eV/Å.

***

Formula: H4O2
Source: OMol25
Level of theory: ωB97M-V with the def2-TZVPD basis set

Calculated values
Total charge = +1
Lowest unoccupied orbital energy (alpha / beta) = -4.602 / -12.463 eV
Expectation value of S² = 0.75
Energy relative to the best compared isomer or geometry (same formula, charge and spin) = 90.1 kJ/mol
Multiplicity = 2
HOMO energy (alpha / beta) = -18.14 / -17.42 eV
DFT total energy = -4148.17355 eV

```
6
Properties=species:S:1:pos:R:3:forces:R:3:mulliken_spin:R:1
O 12.6532 -24.3910 -22.6239 1.13 -0.82 1.51 0.936
H 12.9219 -24.4901 -23.5373 0.79 -0.34 -1.75 -0.019
H 11.8433 -23.8826 -22.6658 -2.45 1.47 -0.11 -0.014
O 10.3029 -22.9872 -23.6705 0.88 -0.57 0.46 0.103
H 10.2615 -22.2001 -24.2137 0.14 0.42 -0.37 -0.003
H 9.4134 -23.0930 -23.3332 -0.50 -0.16 0.26 -0.003
```
Forces are in eV/Å.

***

Formula: C24H37GaN9S
Source: OMol25
Level of theory: ωB97M-V with the def2-TZVPD basis set

Calculated values
Total charge = +3
Lowest unoccupied orbital energy = -7.937 eV
Energy relative to the best compared isomer or geometry (same formula, charge and spin) = 0.0 kJ/mol
HOMO energy = -16.45 eV
DFT total energy = -102087.99974 eV

```
72
Properties=species:S:1:pos:R:3:forces:R:3:mulliken_charge:R:1
Ga -1.0537 -0.3271 -0.0852 -0.24 -0.31 0.31 -1.993
C -5.0493 0.0618 2.5325 -0.03 0.08 -0.22 -0.989
N -4.7803 0.7505 1.2602 -0.25 0.03 0.23 -0.013
C -5.9374 1.1934 0.4473 0.20 -0.05 0.07 -0.662
C -5.2975 1.6949 -0.8490 0.19 -0.07 0.12 -0.609
N -3.8870 1.2798 -0.6892 0.03 0.03 -0.08 0.124
C -2.8505 1.8045 -1.5610 -0.23 -0.04 0.03 -0.828
C -3.6569 0.8138 0.5554 0.01 0.13 -0.03 0.478
N -2.4140 0.4890 0.9583 -0.18 0.17 0.03 0.361
C -2.1177 0.1918 2.3747 -0.06 0.00 -0.21 -1.181
C -0.6189 0.2106 2.5387 0.03 -0.11 -0.08 -0.894
N 0.0126 -0.6324 1.4833 -0.04 -0.13 0.21 0.305
C 1.2619 -1.1026 1.6638 0.20 0.25 -0.04 0.576
N 2.0565 -0.8544 2.7123 0.13 -0.03 0.29 -0.003
C 1.8181 -0.1458 3.9847 0.27 -0.01 -0.14 -1.119
C 3.3399 -1.5836 2.6015 -0.19 0.10 -0.01 -0.769
C 3.2844 -2.1933 1.2046 -0.15 0.06 0.05 -0.608
N 1.9378 -1.8215 0.7379 -0.07 -0.06 0.05 0.287
C 1.4576 -2.4888 -0.4509 0.12 -0.05 0.16 -0.239
H -6.1015 0.1994 2.7505 -0.11 0.01 0.00 0.428
H -4.4925 0.4868 3.3583 -0.02 0.05 0.02 0.342
H -4.8603 -1.0067 2.4609 0.02 -0.07 -0.05 0.344
H -6.4875 1.9667 0.9735 -0.03 0.07 0.06 0.400
H -6.6026 0.3500 0.2797 -0.03 -0.10 -0.01 0.398
H -5.3570 2.7785 -0.9484 0.06 0.03 0.03 0.416
H -5.7384 1.2424 -1.7325 0.01 -0.03 -0.06 0.337
H -3.3080 2.4643 -2.2960 -0.02 0.01 0.04 0.576
H -2.3588 1.0122 -2.1311 -0.07 -0.03 0.02 -0.097
H -2.1054 2.3760 -1.0093 0.05 0.04 0.08 0.399
H -2.5088 -0.7840 2.6737 -0.01 0.03 0.00 0.419
H -2.5306 0.9538 3.0316 -0.02 0.03 -0.04 0.611
H -0.3926 -0.1439 3.5364 -0.10 -0.08 -0.11 0.551
H -0.2756 1.2440 2.4464 0.07 0.01 0.02 0.296
H 1.3945 0.8417 3.8355 0.11 -0.05 0.00 0.460
H 2.7876 -0.0118 4.4555 0.06 -0.03 -0.02 0.360
H 1.2006 -0.7273 4.6649 0.00 -0.08 0.04 0.387
H 3.4107 -2.3301 3.3892 -0.03 -0.06 0.04 0.414
H 4.1635 -0.8849 2.7192 0.04 0.06 0.01 0.425
H 3.3924 -3.2771 1.2150 -0.03 -0.03 0.01 0.342
H 4.0395 -1.7819 0.5370 0.01 0.03 -0.06 0.368
H 1.3699 -3.5614 -0.2835 0.00 -0.12 0.03 0.426
H 2.1605 -2.3271 -1.2666 0.06 0.02 -0.05 0.349
H 0.4983 -2.1147 -0.7734 -0.30 0.09 -0.06 -0.376
C -2.4633 -2.4331 -2.6312 0.06 0.03 -0.04 -1.022
S -2.5588 -2.0325 -0.8759 0.07 0.06 -0.02 0.403
C -2.0627 -3.5966 -0.1182 -0.12 -0.04 0.03 -1.092
H -3.0963 -3.3084 -2.7757 0.02 0.04 -0.07 0.482
H -1.4419 -2.6440 -2.9377 0.00 -0.03 -0.02 0.330
H -2.8782 -1.5944 -3.1885 0.01 -0.05 0.00 0.350
H -1.2481 -4.0431 -0.6758 0.14 -0.03 -0.01 0.349
H -2.9334 -4.2515 -0.1399 0.04 0.03 0.00 0.511
H -1.7769 -3.4080 0.9136 0.02 0.00 0.03 0.369
N 8.6579 2.9717 -1.7781 -0.48 -0.08 -0.04 -0.359
C 7.5321 2.7454 -1.8608 0.12 0.06 -0.02 -0.160
C 6.1239 2.4218 -1.9311 0.23 0.03 0.12 0.448
C 5.5827 1.8644 -3.0838 0.06 -0.01 -0.15 -0.975
C 4.2496 1.4850 -3.1126 0.07 -0.13 -0.28 -0.636
C 3.4676 1.6732 -1.9906 -0.34 -0.10 -0.01 1.260
C 3.9781 2.2726 -0.8514 -0.15 0.20 0.22 -0.235
C 5.3095 2.6468 -0.8217 0.06 0.05 0.04 -0.935
N 2.0826 1.2155 -2.0111 0.32 -0.01 -0.05 0.435
C 1.3099 0.9974 -3.1440 0.31 0.25 0.07 -0.628
C 0.1171 0.5362 -2.7217 -0.07 -0.04 0.29 -0.656
N 0.1494 0.4669 -1.3311 0.00 -0.09 -0.40 0.782
C 1.3639 0.8681 -0.9431 0.04 0.29 -0.47 -0.164
H 6.2064 1.7244 -3.9588 -0.05 -0.03 0.08 0.483
H 3.8500 1.0338 -4.0141 0.07 0.00 0.10 0.324
H 3.3438 2.5119 -0.0030 0.07 -0.06 -0.08 0.539
H 5.7210 3.1375 0.0515 -0.03 -0.07 -0.03 0.481
H 1.6542 1.2187 -4.1423 0.01 0.00 0.15 0.475
H -0.7518 0.2819 -3.3065 0.09 -0.03 0.06 0.555
H 1.7082 0.9329 0.0769 0.02 -0.04 -0.14 0.488
```
Forces are in eV/Å.

***

Formula: C3H8N5S
Source: OMol25
Level of theory: ωB97M-V with the def2-TZVPD basis set

Calculated values
Total charge = +1
Lowest unoccupied orbital energy (alpha / beta) = -6.582 / -6.582 eV
SMILES = [H]\N=C(N)/[NH+]=[NH+]/N=C\C[S-]
Energy relative to the best compared isomer or geometry (same formula, charge and spin) = 397.2 kJ/mol
HOMO energy (alpha / beta) = -13.71 / -13.71 eV
DFT total energy = -21515.11943 eV

```
17
Properties=species:S:1:pos:R:3:forces:R:3:mulliken_charge:R:1
H 1.8401 -0.2230 1.8631 -2.25 1.79 2.97 0.243
N 2.3653 -0.6008 1.1832 2.36 -2.02 -3.14 -0.620
C 2.1635 -0.2751 -0.0220 -0.69 0.35 2.71 0.597
N 2.9851 -0.5708 -1.0241 -1.12 1.56 -0.21 -0.416
N 1.0137 0.5257 -0.4018 1.81 0.57 -1.56 -0.271
N -0.1209 0.2787 0.2350 -1.64 -1.53 -1.92 0.462
N -1.0164 1.2829 0.4560 -0.40 1.62 -0.10 -0.710
C -2.2544 1.0658 0.3115 -0.03 -0.26 0.20 -0.076
C -2.8537 -0.2595 0.0006 -0.09 -1.67 0.50 -0.424
S -1.5442 -1.5256 -0.5549 -0.34 3.02 1.69 0.033
H 3.6909 -1.2161 -0.8740 1.57 -1.25 0.51 0.255
H 2.5006 -0.6265 -1.8623 -0.35 -0.35 -2.14 0.211
H 1.1392 1.1176 -1.2453 -1.18 -0.50 0.83 0.326
H 0.1331 -0.1617 1.0834 0.15 -1.03 1.37 0.260
H -3.0106 1.8251 0.5880 0.92 -0.03 -0.19 0.416
H -3.3917 -0.4410 1.0282 0.99 -0.42 -1.75 0.317
H -3.6396 -0.1955 -0.7645 0.30 0.14 0.23 0.398
```
Forces are in eV/Å.

***

> Which of these has the highest DFT total energy?

H4O2